[1]
A molecular structure, C6H18ClN3OPTi. Source: the OMol25 dataset; level of theory: the ωB97M-V functional and the def2-TZVPD basis.

```
31
Properties=species:S:1:pos:R:3:forces:R:3:lowdin_charge:R:1
Ti 0.42908 -1.79487 -3.81103 0.13 -0.77 1.95 0.543
Cl 1.40686 -3.90402 -2.25086 -0.53 1.24 -0.94 -0.446
P -0.18186 -0.09698 -0.61535 -0.02 1.85 3.44 0.658
O -0.46709 -0.62302 -1.99637 1.23 -0.48 0.20 -0.460
N 1.40853 0.38507 -0.21478 1.00 0.62 -1.75 -0.291
N -0.48564 -1.16479 0.69490 -1.00 0.18 -3.81 -0.313
N -1.14749 1.30681 -0.27433 0.62 -0.08 -0.18 -0.289
C -0.75700 2.71493 -0.67578 0.81 -1.46 0.05 -0.077
C -0.81890 -2.57558 0.45068 1.21 -0.24 -0.18 -0.110
C 1.96078 1.14496 0.96090 -1.65 -0.03 -1.11 -0.093
C -0.61440 -0.74507 2.03938 -0.87 0.40 0.80 -0.153
C -2.56555 1.10052 0.05229 0.43 -0.65 0.40 -0.115
C 2.49128 -0.23348 -1.05041 -0.40 0.31 1.37 -0.107
H -1.58094 -1.13341 2.36047 0.08 -0.40 0.69 0.081
H 0.23234 2.89107 -0.25355 -0.03 0.20 -0.03 0.049
H 2.25519 -0.12391 -2.10888 0.12 -0.53 0.05 0.040
H -0.76551 -2.89524 -0.59002 -0.17 0.64 -0.19 0.025
H 0.19929 -1.09270 2.67590 -0.02 -0.09 0.13 0.089
H -0.77036 0.32378 2.18543 0.54 0.17 -0.40 0.076
H -0.64609 2.85637 -1.75086 -0.25 -0.19 -0.16 0.074
H 1.15642 1.82379 1.24427 0.04 -0.28 0.79 0.056
H -1.42256 3.49602 -0.30831 -0.26 -0.50 0.23 0.078
H 2.33780 0.51004 1.76266 -0.38 -0.15 0.09 0.081
H -2.95761 2.03509 0.45351 -0.25 -0.10 -0.36 0.083
H 2.77337 1.81935 0.69072 0.12 -0.25 -0.59 0.078
H -3.17005 0.63784 -0.72784 -0.08 0.68 -0.56 0.080
H 0.02933 -3.12813 0.85477 -0.29 -0.49 0.46 0.081
H 3.43863 0.26658 -0.84900 -0.16 0.47 -0.16 0.073
H 2.67385 -1.23247 -0.65445 -0.19 -0.47 -0.85 0.072
H -1.76458 -2.92341 0.86638 -0.07 0.32 0.26 0.081
H -2.67697 0.35480 0.83943 0.29 0.07 0.36 0.055
```
Positions in Å, forces in eV/Å.

Calculated values
⟨S²⟩ = 3.751
Multiplicity = 4
Charge = 0
E_HOMO (alpha / beta) = -6.128 / -8.754 eV
Molar mass = 262.52 u

---

[2]
A single C2H7N5O molecule. Source: the OMol25 dataset; level of theory: the ωB97M-V functional and the def2-TZVPD basis.

```
15
Properties=species:S:1:pos:R:3:forces:R:3:lowdin_charge:R:1
O -2.45052 -0.06304 0.38648 0.47 -0.01 -0.34 0.056
N 1.29091 1.19309 -0.90373 -0.05 0.47 -0.52 0.124
N -0.11038 -0.33670 0.35081 -3.92 1.31 -1.81 -0.080
N -0.19535 -0.69486 1.70242 -0.05 -0.03 0.11 0.065
N 2.18362 -0.56944 0.42431 -1.95 1.46 -1.29 0.083
N -1.47308 0.31041 -1.62694 0.47 -0.10 0.25 0.165
C -1.45606 0.00970 -0.30296 1.05 -0.59 1.64 -0.481
C 1.04253 0.24944 -0.11486 3.75 -2.53 1.97 -0.493
H -0.60326 0.07241 2.23866 0.03 -0.06 -0.20 0.101
H 2.06986 -0.73784 1.41581 0.18 -0.04 -0.20 0.047
H -0.85933 -1.46307 1.77620 0.26 0.09 -0.08 0.099
H 0.49988 1.74966 -1.20328 -0.21 -0.19 0.05 0.039
H 3.07641 -0.20979 0.12059 -0.10 0.27 0.30 0.064
H -2.37413 0.28227 -2.08014 0.14 0.02 0.15 0.117
H -0.64109 0.20778 -2.18338 -0.04 -0.07 -0.02 0.095
```
Positions in Å, forces in eV/Å.

Calculated values
Structure (SMILES) = [H]/N=C(/N)N(N)C(N)=O
Charge = 0
E_HOMO = -9.450 eV
Molar mass = 117.11 u

---

[3]
A single C19H26N2O4S2 molecule. Source: the OMol25 dataset; level of theory: the ωB97M-V functional and the def2-TZVPD basis.

```
53
Properties=species:S:1:pos:R:3:forces:R:3:lowdin_charge:R:1
S 0.54992 -3.99557 2.21733 0.23 0.02 -0.12 1.021
S -1.85831 1.78392 1.36001 -0.22 0.02 0.28 0.721
O 1.96323 2.10980 0.16267 0.36 -0.02 0.26 0.039
O -2.26599 1.82803 -0.02731 0.06 0.13 -0.06 -0.321
O -2.90150 1.93205 2.33711 0.08 0.00 0.29 -0.300
O 4.07206 -2.60632 2.26011 0.23 -0.01 0.03 0.092
N 0.26110 1.78191 -1.29033 -0.17 -0.19 -0.39 0.126
N 2.17190 -1.43898 1.99118 0.10 0.55 -0.25 0.157
C -1.80096 0.96306 -3.64220 0.08 -0.10 -0.22 -0.194
C -1.45202 -2.16928 1.88418 0.13 0.24 -0.02 -0.073
C -0.62930 3.11161 1.64529 -0.22 -0.70 -0.24 -0.191
C -0.08267 -2.36888 2.02185 0.32 0.00 0.08 -0.466
C -1.08716 0.18096 1.65010 0.11 0.52 -0.03 -0.259
C 0.27209 0.00379 1.79224 0.12 -0.06 0.10 -0.002
C 1.74461 -3.12571 4.55911 0.11 -0.03 0.00 -0.092
C 0.81187 1.06259 -3.56871 -0.05 0.18 0.11 -0.144
C 0.79306 -1.27817 1.96074 -0.66 -0.06 -0.01 -0.250
C -1.18427 -0.83007 -1.94464 0.21 -0.17 -0.17 -0.191
C 0.03218 3.53271 0.34634 0.15 -0.15 -0.12 -0.118
C 0.88150 0.73355 -2.07019 0.46 -0.41 -0.17 -0.284
C -1.95530 -0.89791 1.69044 -0.23 0.00 -0.06 -0.063
C 0.85680 2.39795 -0.26491 -0.24 0.53 -0.06 -0.513
C 2.87595 -2.52668 2.40944 0.03 -0.49 0.11 -0.506
C -1.67889 -0.53435 -3.36074 -0.23 0.11 0.22 -0.191
C 2.07026 -3.58416 3.14229 -0.38 -0.07 0.03 -0.518
C 0.31932 -0.65810 -1.74796 -0.12 0.19 0.13 -0.129
C -0.50369 1.66086 -4.07751 0.04 -0.08 0.01 -0.194
H -0.44542 1.64841 -5.16883 -0.02 0.09 0.02 0.108
H -0.73577 3.85816 -0.35514 0.05 0.08 0.03 0.117
H 0.96648 0.82575 1.73404 0.10 0.15 -0.01 0.099
H -0.55662 2.70985 -3.77824 0.02 0.05 -0.09 0.104
H -2.21069 1.43704 -2.74715 -0.10 0.04 0.01 0.094
H 0.55583 -0.89191 -0.70791 0.08 -0.05 -0.02 0.096
H -1.03088 -1.01164 -4.09746 0.00 -0.11 -0.10 0.114
H 1.13899 -2.22096 4.54586 -0.04 0.04 0.04 0.079
H 0.71324 4.36356 0.54543 -0.05 -0.09 -0.02 0.132
H 0.85016 -1.37945 -2.37360 0.06 -0.03 0.00 0.121
H -1.72400 -0.19219 -1.24217 -0.06 -0.05 0.03 0.083
H 1.03678 0.14876 -4.11937 0.07 -0.03 -0.02 0.110
H -1.42781 -1.86562 -1.69219 -0.04 0.02 0.07 0.113
H -2.67161 -0.97803 -3.46492 0.03 -0.05 -0.08 0.109
H -0.72662 1.93745 -1.43611 0.13 0.17 0.12 0.097
H 1.60128 1.78048 -3.80362 0.05 -0.05 -0.03 0.115
H 1.19593 -3.90368 5.08481 -0.03 -0.02 0.03 0.079
H -2.10803 -3.02428 1.92064 -0.14 -0.06 0.04 0.111
H 1.93757 0.73041 -1.77118 -0.23 0.00 -0.07 0.145
H 2.72180 -0.67021 1.62309 0.04 -0.17 0.04 0.169
H 0.08066 2.74312 2.37997 0.07 0.01 0.13 0.104
H 2.66797 -2.92144 5.09759 0.07 0.06 0.08 0.090
H -1.20933 3.92135 2.08299 -0.13 -0.10 0.06 0.108
H -2.53729 1.11422 -4.43506 -0.05 0.08 0.09 0.107
H 2.65367 -4.50671 3.16544 0.00 0.18 -0.12 0.114
H -3.01206 -0.72109 1.57716 -0.19 -0.09 0.01 0.123
```
Positions in Å, forces in eV/Å.

Calculated values
Structure (SMILES) = C[C@H]1Sc2ccc(S(=O)(=O)CCC(=O)NC3CCCCCC3)cc2NC1=O
Charge = 0
E_HOMO = -8.671 eV
Molar mass = 410.56 u

---

[4]
A molecular structure, C5H5N3. Source: the OMol25 dataset; level of theory: the ωB97M-V functional and the def2-TZVPD basis.

```
13
Properties=species:S:1:pos:R:3:forces:R:3:lowdin_charge:R:1
N 0.72642 1.46795 0.00145 -3.26 -2.85 -0.62 0.094
N 0.67919 -1.47002 0.08981 -0.27 3.49 -1.96 0.103
N 1.85304 -0.73783 0.10343 -1.01 0.71 0.08 0.013
C -0.41863 0.72082 -0.23933 2.63 1.93 2.16 -0.164
C -0.37083 -0.68598 -0.34615 2.46 0.26 1.57 -0.267
C -1.94424 0.73932 0.23692 1.19 0.60 -5.32 -0.072
C -1.77258 -0.75620 -0.01083 -4.13 -4.09 0.91 -0.186
C 1.78124 0.61176 0.01546 2.26 3.47 -0.57 -0.245
H 2.71818 1.53184 -0.02394 -1.67 -4.20 0.34 0.176
H -2.27040 1.05527 1.15629 0.12 0.83 2.43 0.071
H -1.69283 -1.46545 1.00059 -1.48 1.62 -2.63 0.182
H -2.56433 -0.97844 -0.88599 1.83 -0.71 2.21 0.154
H -2.65102 1.25782 -0.54627 1.33 -1.06 1.39 0.141
```
Positions in Å, forces in eV/Å.

Calculated values
Charge = 0
E_HOMO = -9.816 eV
Molar mass = 107.12 u

---

[5]
2 unconnected molecules or ions with the total composition C10H21N2. Source: the OMol25 dataset; level of theory: the ωB97M-V functional and the def2-TZVPD basis.

```
33
Properties=species:S:1:pos:R:3:forces:R:3:lowdin_charge:R:1
N 1.52917 -0.42528 -0.64192 -1.17 -1.43 -1.17 -0.103
N -2.31262 0.70874 -0.01516 -1.07 -2.16 1.91 0.071
C -1.49924 -2.64522 0.69476 -0.31 -0.04 -0.32 0.169
C 1.81624 -1.87977 -0.25114 -0.26 2.38 0.79 -0.003
C 0.40349 1.73425 -0.49369 2.08 -0.54 0.20 -0.053
C 1.48890 -0.23593 -2.10820 2.10 -2.97 0.31 -0.031
C 0.60803 0.17555 1.48821 -0.75 0.42 1.22 -0.240
C -1.32818 -0.31539 -0.41745 -2.14 -4.27 -2.69 -0.162
C 0.62468 0.36368 0.03869 2.17 1.84 1.14 -0.461
C -1.29483 -1.61806 0.07663 -1.21 3.10 0.58 -0.145
C -3.78804 0.56657 -0.42264 0.23 0.69 -1.19 0.053
C 1.90332 0.25795 2.26839 1.91 0.31 -2.43 -0.058
H 2.68755 -0.24299 1.64138 -0.38 0.56 0.55 0.087
H 1.95363 -0.24120 3.17608 -0.55 -1.08 1.80 0.052
H -4.27634 -0.29396 -0.03769 0.12 -0.81 0.59 0.092
H -0.18269 1.79429 -1.35553 -1.02 -0.02 -1.84 0.060
H -4.41049 1.46107 -0.23691 0.89 -0.17 0.63 0.116
H -2.09188 1.62963 -0.26018 1.16 1.76 -0.50 0.126
H 0.17703 -0.81063 1.61641 -0.30 -0.20 0.76 0.078
H 0.48037 -0.28263 -2.50035 -0.12 -0.16 -0.22 0.078
H -0.06218 0.94340 1.91092 -0.22 -0.44 0.04 0.120
H 2.26027 1.26688 2.47411 -0.17 0.14 -0.30 0.086
H 2.14542 -1.13298 -2.48779 -1.42 1.98 0.08 0.136
H 1.95262 0.68257 -2.38153 0.35 0.68 -0.29 0.077
H -1.26020 -3.43082 1.30642 0.27 -1.74 1.02 0.027
H 1.38884 2.10082 -0.75463 0.21 0.71 -0.29 0.103
H -2.20947 0.61297 0.99108 -0.51 0.61 0.60 0.173
H 1.29474 -2.13155 0.66710 0.47 0.24 0.35 0.072
H 1.34742 -2.51521 -0.94929 -0.07 -0.77 -1.26 0.071
H -1.30484 -0.50517 -1.47236 0.36 1.33 -0.91 0.124
H -0.00060 2.41145 0.20258 -0.46 0.71 1.23 0.078
H 2.90303 -1.97821 -0.17434 -0.32 -0.30 -0.04 0.108
H -3.78089 0.51391 -1.50104 0.14 -0.34 -0.36 0.099
```
Positions in Å, forces in eV/Å.

Calculated values
⟨S²⟩ = 2.022
Multiplicity = 3
Charge = +1
E_HOMO (alpha / beta) = -7.925 / -13.057 eV
Molar mass = 169.29 u

---

[6]
A single C17H19N5S2 molecule. Source: the OMol25 dataset; level of theory: the ωB97M-V functional and the def2-TZVPD basis.

```
43
Properties=species:S:1:pos:R:3:forces:R:3:lowdin_charge:R:1
S -0.54289 -2.36676 0.24281 -0.53 0.16 -0.01 1.033
S -3.32785 -3.42100 -0.02914 0.06 -0.37 -0.03 0.647
N 4.63670 -0.66955 -0.63081 -0.02 0.09 0.18 -0.226
N -2.60044 -0.84358 0.05473 -0.01 -0.05 0.06 -0.048
N -1.68230 1.32875 0.10899 -0.43 -0.05 0.00 0.186
N 0.65309 1.52530 0.32111 0.49 0.05 0.05 0.169
N 2.11876 -0.20005 0.47499 0.12 -0.04 -0.08 -0.054
C -6.19480 -0.30596 0.70839 -0.01 0.01 0.03 -0.074
C -1.52763 0.01192 0.12536 1.29 0.55 0.18 -0.296
C 2.59611 -1.55625 0.48108 0.22 -0.30 -0.05 -0.142
C -5.53000 1.02492 -1.17260 -0.03 0.01 -0.05 -0.074
C -2.28993 -2.16650 0.09064 0.33 -0.48 -0.07 -1.077
C -3.93033 -0.36116 -0.05922 -0.65 0.24 -0.08 -0.233
C 3.14364 0.82816 0.54273 0.36 0.41 0.09 -0.132
C -6.50968 0.59771 -0.29213 -0.05 0.03 -0.01 -0.087
C -4.23757 0.54542 -1.06336 0.02 -0.19 0.02 -0.014
C -0.68372 3.51525 0.17161 0.00 0.02 0.05 -0.019
C 0.84401 0.19522 0.34079 -0.73 0.18 -0.01 -0.269
C -4.90372 -0.78598 0.83321 0.15 0.10 0.02 -0.047
C -0.29472 -0.63114 0.24015 -0.28 -0.11 -0.07 -0.335
C 5.98057 -1.13494 -0.87815 -0.05 0.06 -0.04 -0.102
C 4.53407 0.20631 0.51680 -0.19 0.01 -0.03 -0.193
C -0.56055 2.02864 0.20709 -0.14 -0.22 0.02 -0.387
C 3.66015 -1.75503 -0.60303 -0.24 -0.12 -0.15 -0.157
H 1.77786 -2.25085 0.30320 0.22 0.03 0.05 0.044
H -0.68946 3.84893 -0.86492 0.00 0.07 -0.08 0.082
H 5.98898 -1.71065 -1.80219 0.10 -0.05 -0.03 0.086
H 4.75312 -0.30565 1.47095 0.06 0.05 -0.03 0.123
H 5.26797 1.00686 0.39901 -0.07 -0.02 0.09 0.125
H -6.95501 -0.63897 1.39861 -0.06 -0.03 0.06 0.105
H 4.14511 -2.72502 -0.42546 -0.02 0.03 0.01 0.119
H 3.01796 -1.78490 1.46797 -0.10 -0.08 -0.11 0.131
H -7.51908 0.96949 -0.38546 -0.08 0.03 -0.01 0.101
H 6.37579 -1.76596 -0.06582 0.00 -0.03 0.00 0.089
H 0.16277 3.96798 0.67793 0.03 0.08 0.01 0.075
H -5.77258 1.73008 -1.95332 -0.02 0.06 -0.06 0.103
H 3.02171 1.49356 -0.31662 0.11 -0.02 0.14 0.124
H 6.63729 -0.27505 -1.00100 0.09 -0.01 -0.03 0.083
H -3.46853 0.87051 -1.74571 0.04 0.03 -0.04 0.114
H -1.61941 3.81667 0.63260 -0.05 0.07 0.01 0.077
H -4.65304 -1.48705 1.61379 0.03 -0.03 0.03 0.100
H 3.00218 1.42453 1.45011 0.06 0.03 -0.10 0.125
H 3.17539 -1.79421 -1.58569 -0.03 -0.17 0.09 0.126
```
Positions in Å, forces in eV/Å.

Calculated values
Structure (SMILES) = Cc1nc(N2CCN(C)CC2)c2sc(=S)n(-c3ccccc3)c2n1
Charge = 0
E_HOMO = -7.817 eV
Molar mass = 357.51 u

---

[7]
A single C5H11NO2 molecule. Source: the OMol25 dataset; level of theory: the ωB97M-V functional and the def2-TZVPD basis.

```
19
Properties=species:S:1:pos:R:3:forces:R:3:lowdin_charge:R:1
O 2.33908 1.36935 -0.36516 0.32 1.84 1.18 0.067
O 0.37185 -2.71859 0.62055 -0.30 -1.12 -0.62 -0.098
N 0.54921 0.41038 -1.21532 -0.58 -2.05 -0.41 -0.008
C 1.13734 1.44014 -0.45716 -0.37 -3.03 -3.60 -0.531
C 0.02382 2.37702 -0.21217 -0.89 1.67 2.08 -0.013
C -0.99773 -0.61518 0.55798 -1.04 -4.90 -1.67 -0.173
C -0.72356 -0.35518 -0.89197 0.77 0.71 -3.48 -0.225
C 0.15054 -1.42777 1.19203 -0.68 -0.89 1.86 -0.260
H 1.07130 -0.98548 1.06761 1.95 1.94 -0.05 0.076
H -0.86234 2.17057 -0.78885 -0.12 -0.92 -0.21 0.065
H -1.63013 0.22894 -1.43904 1.80 -1.79 1.23 0.146
H -1.31946 0.28182 0.99867 -0.29 0.76 1.35 0.075
H -0.26285 2.23753 0.85390 0.12 0.75 -0.45 0.099
H 0.10877 3.42725 -0.49372 1.05 0.09 0.67 0.093
H 1.14686 -3.19170 1.01952 -1.15 1.16 -0.36 0.114
H -1.87058 -1.45223 0.47345 1.43 2.26 0.63 0.169
H 1.13495 -0.24999 -1.77053 0.16 1.36 1.33 0.139
H 0.00694 -1.60711 2.28060 -0.29 0.58 -0.48 0.124
H -0.37401 -1.33975 -1.43039 -1.88 1.57 1.01 0.141
```
Positions in Å, forces in eV/Å.

Calculated values
Structure (SMILES) = CC(=O)NCCCO
Charge = 0
E_HOMO = -9.210 eV
Molar mass = 117.15 u

---

[8]
2 unconnected molecules or ions with the total composition C6H14N2O. Source: the OMol25 dataset; level of theory: the ωB97M-V functional and the def2-TZVPD basis.

```
23
Properties=species:S:1:pos:R:3:forces:R:3:lowdin_charge:R:1
O -1.29517 -1.57225 0.49984 0.35 1.39 -0.58 -0.044
N 1.31915 -2.04521 0.51042 -1.13 -0.49 1.05 0.067
N -1.20135 -0.74700 -1.62281 0.15 0.32 1.07 0.137
C 0.75826 0.61683 1.65976 -0.51 -0.22 -0.29 -0.069
C -2.15640 0.64015 0.13803 0.83 0.34 0.31 -0.010
C 1.25752 1.50757 -0.67215 -0.09 -0.13 -0.04 -0.085
C 0.96307 0.30552 0.19232 2.13 -0.11 0.20 -0.404
C 1.52363 -0.89100 -0.17298 -1.20 1.07 -0.41 -0.203
C -1.31168 -0.56246 -0.24249 -2.35 -2.26 -0.70 -0.564
H 1.45960 -2.88530 -0.03555 0.01 0.13 0.14 0.087
H -1.74327 1.55511 -0.27327 -0.01 0.25 -0.04 0.065
H -2.21979 0.72611 1.22124 0.04 -0.03 -0.09 0.086
H 0.21651 -0.18018 2.16161 -0.09 0.01 0.19 0.068
H 1.71469 0.74397 2.16856 0.11 0.02 -0.01 0.084
H 0.19905 1.54387 1.77175 -0.11 0.06 0.11 0.072
H 1.99427 -0.98759 -1.14846 0.02 0.06 -0.01 0.120
H 0.40628 2.19421 -0.69405 0.01 0.04 -0.02 0.060
H 2.11251 2.07154 -0.28238 -0.05 0.05 -0.05 0.079
H -1.10024 -1.70594 -1.91657 -0.03 0.26 -0.21 0.106
H 1.47525 1.21766 -1.70425 0.00 0.04 0.09 0.072
H -3.16104 0.50595 -0.27174 0.16 -0.17 0.03 0.091
H 0.33815 -2.02603 0.94616 1.63 -0.30 -0.60 0.089
H -1.54899 -0.02552 -2.23297 0.13 -0.33 -0.11 0.096
```
Positions in Å, forces in eV/Å.

Calculated values
Structure (SMILES) = CC(C)=CN.CC(N)=O
Charge = 0
E_HOMO = -7.411 eV
Molar mass = 130.19 u

---

Q: Which value of molar mass does entry 8 give?
A: 130.19 u

---

Q: Which of these has the highest charge?
A: C10H21N2

---

Q: Number 4 is which compound?
A: C5H5N3